[1]
The following is a quantum chemistry calculation of a molecular structure, C43H40N3NiO9, from the OMol25 dataset.

Cartesian coordinates (Å):
1 C -3.4995 3.3262 -2.5266
2 C -2.2635 3.2588 -0.0570
3 H -0.5265 2.6428 -3.4347
4 O 1.5279 -0.3571 3.5038
5 H -3.9069 5.3966 -2.1128
6 C 4.0127 2.1450 0.7089
7 C 4.3478 -3.3123 1.0268
8 O -0.8013 0.1709 -2.4674
9 C -4.3567 -4.2360 2.8815
10 O -1.2820 1.0023 1.0532
11 H 3.4739 -0.7043 3.8140
12 C 6.0274 1.3077 -0.3013
13 C -2.2701 2.1093 -0.8341
14 H -3.6731 -2.9406 4.4797
15 C 0.7818 5.8103 -0.2688
16 H 2.0059 3.2923 -2.1681
17 H 1.1631 -1.2828 -3.4222
18 H 1.3164 -3.5173 -0.4686
19 N 5.6760 -3.8828 0.9433
20 C -0.1652 1.8465 -4.0820
21 C -5.1799 -1.7900 -0.1484
22 H 3.5139 2.7129 1.4839
23 C -3.4565 4.4795 -1.7538
24 H -2.8044 5.3250 0.1049
25 H 4.8572 -2.0389 2.6514
26 C 0.9923 0.6240 -1.0166
27 C 0.2772 0.6642 -3.2374
28 C 0.5576 5.1006 0.8992
29 O 1.5134 1.1449 1.2978
30 C 1.2924 5.1460 -1.3767
31 O -3.8160 -5.2009 1.9986
32 H 0.5707 6.8719 -0.3163
33 C 5.2582 0.6417 -1.2375
34 C 2.7996 -1.8023 2.0823
35 H 5.9782 2.5972 1.4185
36 C -1.7204 -2.0134 3.1728
37 C -2.8745 -0.1859 -0.2562
38 H -0.5020 -0.8576 -0.7295
39 C 5.3921 2.0685 0.6763
40 C -2.7941 -4.6239 1.1912
41 H -2.9809 1.2609 -2.6732
42 H -0.8986 -3.6060 1.4559
43 C -3.2920 -3.7414 3.8478
44 Ni 0.1060 0.0919 2.0310
45 H 3.2970 0.2091 -1.9623
46 H -2.4651 -5.4005 0.5011
47 N -1.3333 -0.9265 3.2232
48 C -1.6367 -4.1486 2.0455
49 H -3.4568 0.5073 1.6654
50 H 1.5369 -0.3211 -0.8819
51 H 0.6425 3.1664 1.8529
52 H -2.5456 -1.1147 -2.1636
53 C 3.2233 1.4772 -0.2301
54 H 7.1075 1.2358 -0.3263
55 C -3.1858 -1.0600 -1.2938
56 C 2.5835 -0.8901 3.1881
57 H -0.9629 1.5470 -4.7629
58 H -5.5139 -0.8796 1.7699
59 C -1.6766 0.8122 -0.2391
60 H -6.0749 -2.3998 -0.1139
61 H 0.6795 2.2154 -4.6657
62 H 3.5936 -4.4949 -0.5981
63 H -3.9899 3.3381 -3.4931
64 C 0.8342 -0.4775 -4.0801
65 C 1.3137 3.0595 -0.1520
66 H 5.7353 0.0419 -2.0033
67 H 0.1649 5.6070 1.7738
68 H 1.6835 -0.1308 -4.6695
69 H -1.1534 -4.9981 2.5394
70 C 1.7536 -2.2025 1.1798
71 H 1.4898 5.6912 -2.2922
72 H 0.0657 -0.8615 -4.7517
73 O 6.5186 -3.5134 1.7464
74 C 1.6897 1.5717 0.0044
75 C 3.8674 0.7307 -1.2076
76 C 2.0941 -3.2157 0.2220
77 C -3.7231 -0.1520 0.8496
78 H -4.7544 -3.3878 2.3105
79 C 3.3471 -3.7466 0.1422
80 O 0.5827 -1.7155 1.1864
81 H -2.9557 -4.5673 4.4837
82 C -4.3308 -1.8505 -1.2419
83 H -4.5568 -2.5169 -2.0662
84 H -3.2033 -3.7831 0.6205
85 C -4.8620 -0.9387 0.9051
86 C -2.8410 4.4363 -0.5132
87 C -2.9210 2.1536 -2.0672
88 H -1.7894 3.2039 0.9098
89 C -0.5124 0.1842 -1.0627
90 C 4.0721 -2.3572 1.9776
91 C 0.8171 3.7375 0.9526
92 H -5.1701 -4.7212 3.4220
93 C 1.5719 3.7894 -1.3128
94 O 5.8764 -4.7464 0.1005
95 N -2.1580 -3.2480 3.0770
96 O 1.2537 1.1066 -2.3321

Frontier orbital gap (alpha / beta): 7.363 / 7.640 eV
Total charge: -1
LUMO level (alpha / beta): 2.2 / 2.2 eV
Spin multiplicity: 3
HOMO level (alpha / beta): -5.148 / -5.426 eV
DFT total energy: -4012.32149 Ha

[2]
The following is a quantum chemistry calculation of a molecular structure, C43H40N3O8ReS in a non-equilibrium geometry, from the OMol25 dataset.

Cartesian coordinates (Å):
1 H -2.4081 -0.8115 -4.5014
2 C -3.1472 -1.5676 -2.6315
3 H 0.7282 7.3438 -0.4325
4 O 1.2322 -0.4861 1.2269
5 C -3.9023 4.5627 1.9771
6 C 1.0003 6.4037 0.0267
7 H 3.6201 4.8306 1.4489
8 C -4.2867 -2.1261 -3.1611
9 H -3.1900 2.6033 4.6266
10 H 5.4414 0.4998 3.1904
11 C 0.6400 -1.0835 3.4695
12 O -1.5575 3.6483 -1.4030
13 C -1.5345 -4.6339 -3.6387
14 H -4.2378 -4.9576 -4.2067
15 C 2.4989 -1.4602 4.9936
16 H -2.7250 -1.1719 4.0421
17 H 5.7572 -1.1648 2.6290
18 N 1.0165 -1.9401 -1.2045
19 S 1.1182 -3.5113 -0.8005
20 C -2.9028 -1.6631 -1.2254
21 C -1.3278 -4.7421 -0.8865
22 C -1.1826 2.7135 -0.7125
23 H 3.0095 7.0116 0.4622
24 N 1.5959 0.1506 -1.7181
25 C -3.8562 -2.3405 -0.4084
26 H 3.1838 -2.6195 -2.7411
27 H -4.3292 -2.9759 1.5916
28 C -2.5734 -5.1896 -2.8967
29 C -3.7926 -5.7283 -3.5822
30 H -1.1652 -1.3681 -3.3548
31 H -5.7097 -3.3973 -0.3675
32 C 1.1650 -1.4873 4.7146
33 Re -0.2616 -0.5358 -0.0837
34 C 1.8923 -1.1539 -1.8603
35 C -1.9775 2.8116 2.8840
36 H -3.2527 -5.6701 -0.9272
37 H -4.4684 -2.0502 -4.2276
38 H -3.5344 -1.3885 1.4560
39 H 1.9911 2.0884 -2.2013
40 C -2.1233 -0.8568 -3.4524
41 C -0.7670 -0.9976 3.2314
42 H -3.5337 -6.5761 -4.2168
43 C -2.8071 4.2702 1.1858
44 H -2.5929 -2.8414 1.2200
45 C 2.6198 4.9933 1.0700
46 C -3.5758 -2.4015 1.0572
47 C 0.0588 5.3958 0.1144
48 C -1.8196 3.3955 1.6271
49 H -1.2347 2.1345 3.2785
50 H 1.9667 3.0174 1.5480
51 C 2.2801 6.2159 0.5179
52 O 4.7197 -1.0028 4.4173
53 O -1.2806 -0.4125 2.2450
54 H -1.9810 0.1490 -3.0579
55 H -1.4604 -1.4479 5.2529
56 H 0.4093 -3.7074 -3.5796
57 H 4.5928 -0.8809 -3.8701
58 C 2.3142 1.0650 -2.3364
59 H -0.6367 1.3253 1.6657
60 H -4.6511 5.2535 1.6159
61 C -1.7453 -1.6100 4.2177
62 H 0.4907 -1.8023 5.4956
63 C 3.4118 0.7479 -3.1178
64 H -1.2084 -4.7748 0.1839
65 H -4.5334 -6.0489 -2.8546
66 C 0.3871 4.1664 0.6763
67 O 0.9107 -3.6475 0.6180
68 H -0.9233 5.5480 -0.2946
69 C -3.0859 3.0857 3.6637
70 C -4.0513 3.9690 3.2190
71 N -1.8185 -1.1260 -0.7352
72 H 3.9871 1.5230 -3.6023
73 C 5.6773 -0.5207 3.5112
74 C 2.9621 -0.7024 2.7575
75 O -1.2135 1.5006 -1.0137
76 C -5.2094 -2.7833 -2.3535
77 H -1.6189 -4.5910 -4.7154
78 H -4.9147 4.1879 3.8310
79 O 0.0322 1.9000 1.2627
80 C -4.9819 -2.8841 -0.9861
81 C 1.6871 3.9751 1.1387
82 C 3.4140 -1.0376 4.0071
83 H -1.7974 -2.6829 4.0302
84 H 2.8801 -1.7445 5.9624
85 H -2.7390 4.6868 0.1952
86 C 1.5783 -0.7371 2.4245
87 C -0.3135 -4.1865 -1.6364
88 O 2.3074 -4.1299 -1.3433
89 C 2.9765 -1.5667 -2.6505
90 C -0.4062 -4.1329 -3.0139
91 C -2.4545 -5.2418 -1.5150
92 C -0.6218 3.0422 0.7636
93 C 3.7405 -0.5985 -3.2647
94 H 3.6369 -0.4095 1.9662
95 H -6.1015 -3.2146 -2.7869
96 H 6.6261 -0.5223 4.0481

Frontier orbital gap (alpha / beta): 6.094 / 6.051 eV
Total charge: -1
LUMO level (alpha / beta): 2.1 / 2.3 eV
Spin multiplicity: 2
ΔE to the lowest compared entry with this formula, charge and spin: 283.7 kJ/mol
HOMO level (alpha / beta): -4.008 / -3.761 eV
DFT total energy: -2905.30201 Ha

[3]
The following is a quantum chemistry calculation of a molecular structure, C43H40N4O2P2Ru in a non-equilibrium geometry, from the OMol25 dataset.

Cartesian coordinates (Å):
1 O 0.6838 -0.2247 -1.2071
2 C 1.9044 3.9993 -0.5005
3 H 1.2685 -3.8195 -2.9334
4 C -3.3648 -0.2478 2.9975
5 H 1.7585 -3.4012 5.4788
6 H 3.0077 -1.7568 -1.9011
7 H 2.0805 5.0641 -0.3448
8 C -5.1941 -2.0241 1.8843
9 C -2.7746 4.4863 -1.0114
10 H 0.9961 2.1667 -5.3698
11 C 2.0577 2.3891 1.8347
12 C 3.9708 1.3633 2.8264
13 H 2.3741 -1.1363 4.7212
14 H -0.2130 -4.5404 4.5193
15 C -3.8684 3.7712 -1.4737
16 C -3.8105 2.3858 -1.5274
17 C 1.6126 -2.7036 -0.5489
18 H -4.6536 1.7992 -1.8624
19 C 0.4415 -3.3110 -3.4119
20 H 4.9098 -3.1599 -1.2022
21 H -6.5787 -1.2451 3.3211
22 H -2.5513 -1.5593 -5.1298
23 H -0.1071 5.2902 -0.7010
24 C 0.0218 -3.7187 -4.6717
25 C -4.6585 -0.3051 3.4860
26 C 1.7132 3.6087 -1.9208
27 H 0.2402 1.0176 -3.2967
28 C -2.9820 -1.0775 1.9397
29 C -1.7096 -2.0404 -4.6501
30 H 2.2526 4.3148 -5.1653
31 H 4.7831 1.3771 3.5412
32 H 3.1733 3.2812 3.4213
33 H -0.7542 4.9886 0.9009
34 C 1.4366 -3.6945 0.4146
35 C 2.1614 4.3078 -3.0180
36 C 0.0790 -3.5646 4.1552
37 H 2.7613 3.4500 -0.1127
38 H 2.6033 -0.4823 0.3571
39 C 0.7788 1.9560 -3.2577
40 H -2.6508 0.4351 3.4441
41 N -1.5742 2.4584 -0.7265
42 N 1.0326 2.4542 -2.0415
43 H -2.8110 5.5645 -0.9257
44 N 0.6846 3.5635 0.2608
45 H -1.5483 -3.4388 2.7744
46 H -2.0042 -1.5179 -0.7267
47 H 2.7012 5.2363 -2.8897
48 C -1.6356 3.8018 -0.6370
49 C 3.9403 -3.2980 -0.7421
50 H 1.4117 4.4413 2.0720
51 H 0.4719 -3.8695 0.8702
52 C -0.4529 4.5042 -0.0297
53 H -5.9047 -2.7201 1.4596
54 H -1.8318 -0.8217 -2.9029
55 C 2.5159 -4.4752 0.8065
56 Ru 0.2422 1.6195 -0.3317
57 C 1.0350 3.4840 1.7044
58 H 0.5293 -4.5355 -5.1665
59 H -4.7689 4.2915 -1.7729
60 P -1.2812 -0.9564 1.4152
61 C -1.0464 -3.0858 -5.2878
62 C 1.9096 3.7889 -4.2842
63 H -2.5403 0.6884 -1.1361
64 C 2.7603 0.3279 1.0515
65 O -0.9422 0.4718 1.0315
66 N 1.9087 1.3482 0.9817
67 C 3.0752 2.4292 2.7618
68 H -1.3729 -3.4104 -6.2667
69 H 1.0328 -0.0147 2.9678
70 C -5.5712 -1.1948 2.9306
71 H -3.6272 -2.6283 0.5714
72 H 4.5986 -4.8930 0.5318
73 C 1.2107 2.5991 -4.4031
74 C 2.8701 -2.5125 -1.1359
75 H 0.1275 3.2286 2.2558
76 C -0.2887 -1.6800 2.7027
77 C -1.1868 -1.9231 -0.1201
78 C 3.8067 0.3001 1.9591
79 H 4.4729 -0.5510 1.9684
80 C -3.9007 -1.9677 1.3843
81 H -1.4037 -2.9848 0.0101
82 C -1.2979 -1.6296 -3.3958
83 H -4.9549 0.3338 4.3069
84 H 2.3784 -5.2447 1.5542
85 P 0.2724 -1.7048 -1.1561
86 C 3.7619 -4.2765 0.2309
87 C 1.1868 -2.9197 4.6966
88 C -2.6455 1.7618 -1.1371
89 C -0.2156 -2.2621 -2.7724
90 C 0.7995 -1.0257 3.2688
91 C -0.6670 -2.9440 3.1690
92 C 1.5377 -1.6496 4.2653

Frontier orbital gap (alpha / beta): 8.497 / 6.986 eV
Total charge: +3
LUMO level (alpha / beta): -7.7 / -9.2 eV
Spin multiplicity: 2
HOMO level (alpha / beta): -16.152 / -16.153 eV
DFT total energy: -2809.00663 Ha